Here is a structure of composition C23H41N2OP3Pt at a distorted geometry from the Open Molecules 2025 dataset. Energies are from ωB97M-V with the def2-TZVPD basis set.

```
71
Properties=species:S:1:pos:R:3:mulliken_charge:R:1
Pt 0.56 0.59 -1.15 0.499
P 1.85 1.07 0.91 0.273
P -1.05 2.22 -0.80 1.045
P 2.26 -0.54 -2.20 0.559
H -2.43 -2.84 0.51 0.257
C -1.60 -3.49 0.80 -0.737
C -0.82 -3.17 1.85 0.030
H -1.03 -2.30 2.49 0.009
C 0.84 1.14 2.43 -0.973
C 2.61 2.69 0.62 -1.180
C 3.20 -0.07 1.39 -1.164
C -2.73 1.57 -1.03 -0.933
C -1.15 3.24 0.70 -1.010
C -0.76 3.42 -2.14 -1.227
C 2.56 -2.17 -1.47 -1.180
C 3.84 0.37 -2.16 -1.165
C 2.03 -0.79 -3.98 -1.078
H -1.42 -4.39 0.20 0.328
H 0.06 -3.77 2.13 0.288
H 0.16 0.28 2.48 0.063
H 0.24 2.05 2.48 0.446
H 1.50 1.10 3.30 0.596
H 1.84 3.45 0.40 0.315
H 3.31 2.64 -0.23 0.317
H 3.17 3.00 1.52 0.502
H 2.79 -1.08 1.53 0.379
H 3.62 0.28 2.34 0.561
H 4.01 -0.11 0.64 0.343
H -3.43 2.41 -1.14 0.490
H -3.00 0.99 -0.15 0.344
H -2.77 0.93 -1.92 0.152
H -1.81 4.10 0.50 0.545
H -0.16 3.63 0.99 0.342
H -1.58 2.64 1.50 0.208
H -1.57 4.16 -2.15 0.528
H -0.73 2.89 -3.10 0.279
H 0.19 3.93 -1.98 0.377
H 3.02 -2.81 -2.23 0.463
H 1.61 -2.62 -1.15 0.314
H 3.23 -2.10 -0.60 0.377
H 4.55 -0.13 -2.83 0.480
H 4.28 0.41 -1.15 0.311
H 3.69 1.39 -2.52 0.401
H 2.98 -1.12 -4.42 0.582
H 1.69 0.14 -4.45 0.327
H 1.27 -1.56 -4.12 0.341
C -1.40 -0.48 -3.78 0.409
C -2.52 -0.22 -4.66 -0.120
C -3.10 -1.26 -5.35 -0.561
C -2.66 -2.58 -5.17 -0.404
C -1.68 -2.87 -4.22 -0.680
C -1.13 -1.85 -3.46 -0.304
O -0.66 0.49 -3.35 -0.617
H 0.80 -0.22 0.27 0.160
H -2.83 0.81 -4.80 0.472
H -3.92 -1.07 -6.04 0.458
H -3.09 -3.39 -5.77 0.461
H -1.35 -3.90 -4.06 0.445
H -0.42 -2.07 -2.65 0.419
N -1.42 0.92 9.12 -0.198
C -1.36 0.52 8.02 -0.436
C -1.29 0.03 6.66 0.667
C -0.48 -1.07 6.35 -0.303
C -0.43 -1.49 5.01 -0.076
N -1.13 -0.89 4.05 -0.409
C -1.93 0.14 4.35 -0.353
C -2.03 0.64 5.65 -0.164
H 0.12 -1.58 7.10 0.539
H 0.19 -2.35 4.72 0.476
H -2.49 0.59 3.53 0.551
H -2.68 1.49 5.85 0.541
```

As for the spin multiplicity: 5. The calculation puts the electronic energy at -2227.38353 hartree. As for the charge: +4. For the LUMO energy (alpha / beta), the calculation gives -0.4603 / -0.5844 Ha. As for the HOMO-LUMO gap (alpha / beta): 6.262 / 3.629 eV.

Here is a structure of composition C19H37CuN2O15 at a distorted geometry from the Open Molecules 2025 dataset. Energies are from ωB97M-V with the def2-TZVPD basis set.

```
74
Properties=species:S:1:pos:R:3:mulliken_charge:R:1
Cu 1.96 1.68 1.00 -0.114
N -0.01 0.45 -1.46 0.467
O 0.41 0.89 -0.37 0.436
O -1.23 0.33 -1.63 -0.587
O 0.81 0.15 -2.35 -0.821
C 2.10 3.32 4.79 -0.743
C 1.31 3.13 5.98 0.303
C 0.12 2.17 5.89 0.192
O -0.58 1.98 6.88 -0.652
C -0.11 1.47 4.66 -1.023
C 0.59 1.78 3.52 0.906
C 1.76 2.74 3.61 0.755
O 2.37 2.94 2.48 -0.629
O 0.44 1.27 2.34 -0.258
O 1.57 3.69 7.02 -0.645
H 3.05 3.82 4.89 0.386
H -0.81 0.65 4.56 0.443
C -3.90 -7.25 1.01 -1.234
C -3.44 -6.36 -0.12 -0.170
O -2.42 -5.53 0.42 -0.319
C -1.77 -4.77 -0.46 0.635
O -1.76 -4.93 -1.65 -0.576
O -1.11 -3.82 0.21 -0.311
C -0.55 -2.77 -0.58 -0.269
H -4.62 -8.01 0.72 0.384
H -4.25 -6.68 1.87 0.314
H -3.01 -7.77 1.37 0.301
H -4.26 -5.80 -0.57 0.318
H -3.02 -6.97 -0.92 0.271
H -0.28 -1.97 0.10 0.130
H -1.26 -2.40 -1.31 0.174
H 0.32 -3.14 -1.13 0.301
C 2.97 -1.21 -0.31 -0.801
O 3.01 0.20 -0.26 -0.248
C 3.59 0.82 -1.39 -0.914
C 3.00 2.20 -1.50 0.237
N 3.23 2.91 -0.21 0.043
C 2.77 4.29 -0.22 -1.152
C 1.26 4.48 -0.38 -0.492
O 0.61 3.53 0.41 0.257
C -0.80 3.54 0.26 -0.713
H 2.20 -1.57 -1.01 0.118
H 2.67 -1.60 0.67 0.322
H 3.92 -1.64 -0.63 0.351
H 3.36 0.31 -2.33 0.400
H 4.69 0.85 -1.30 0.504
H 1.92 2.04 -1.59 -0.198
H 3.31 2.70 -2.42 0.456
H 4.23 2.81 -0.10 0.241
H 3.32 4.93 -0.92 0.461
H 3.01 4.72 0.76 0.387
H 0.96 4.39 -1.43 0.414
H 1.04 5.50 -0.03 0.402
H -1.23 4.40 0.79 0.263
H -1.19 2.61 0.67 -0.027
H -1.07 3.59 -0.80 0.353
C -2.71 -0.07 1.68 -0.325
O -2.07 -0.61 2.82 -0.602
H -3.68 -0.57 1.62 0.350
H -2.88 1.01 1.69 0.226
H -2.12 -0.29 0.78 -0.023
H -1.16 -0.28 2.84 0.246
C 0.30 -2.94 -4.15 -0.540
O 1.39 -2.25 -3.54 -0.499
H 0.11 -2.54 -5.16 0.285
H 0.55 -3.99 -4.21 0.233
H -0.64 -2.74 -3.63 0.196
H 1.12 -1.37 -3.25 0.377
C -2.88 1.30 -4.52 -0.480
O -3.53 1.13 -3.27 -0.540
H -1.80 1.43 -4.41 0.129
H -3.08 0.43 -5.15 0.220
H -3.29 2.19 -5.01 0.256
H -2.83 1.03 -2.61 0.461
```

As for the spin multiplicity: 2. The calculation puts the electronic energy at -3624.65088 hartree. As for the charge: -1. For the LUMO energy (alpha / beta), the calculation gives 0.0756 / 0.0505 Ha. As for the HOMO-LUMO gap (alpha / beta): 6.892 / 6.196 eV. The energy above the lowest of the compared OMol25 structures with the same formula, charge and spin is 0.0 kcal/mol.

Here is a structure of composition C23H24AsBrN3O2S2Zr from the Open Molecules 2025 dataset. Energies are from ωB97M-V with the def2-TZVPD basis set.

```
57
Properties=species:S:1:pos:R:3:mulliken_charge:R:1
Zr -0.89 0.20 1.18 0.857
O -1.95 1.68 0.31 -0.668
S -3.26 0.99 -0.17 1.706
O -3.38 0.84 -1.57 -0.579
N -2.91 -0.39 0.64 0.047
C -3.22 -1.64 0.03 0.046
C -4.33 -1.93 -0.76 -0.578
C -4.37 -3.13 -1.47 -0.871
C -3.28 -3.99 -1.49 -0.837
C -2.16 -3.71 -0.71 0.296
C -0.87 -4.31 -1.01 -0.545
C 0.33 -3.67 -1.08 -1.043
C 0.61 -2.29 -0.81 0.185
N 0.14 -1.56 0.18 -0.151
C -2.23 -2.60 0.14 0.987
C -4.58 1.86 0.48 0.527
C -5.64 2.13 -0.40 -0.309
C -6.74 2.82 0.08 -0.815
C -6.78 3.22 1.40 -0.452
C -5.72 2.96 2.27 -0.808
C -4.61 2.27 1.82 -0.296
H -5.16 -1.23 -0.85 0.534
H -5.24 -3.35 -2.07 0.467
H -3.28 -4.84 -2.16 0.481
H -0.90 -5.31 -1.43 0.521
H 1.14 -4.19 -1.58 0.447
H 1.29 -1.79 -1.49 0.485
H -5.58 1.82 -1.44 0.543
H -7.56 3.04 -0.59 0.441
H -7.64 3.76 1.77 0.437
H -5.77 3.29 3.30 0.451
H -3.78 2.08 2.49 0.253
C -2.82 -2.81 3.79 -0.880
As -1.87 -1.61 5.03 0.364
C -0.10 -2.46 5.01 -0.952
C -1.47 -0.08 3.75 -0.401
S -0.91 -2.39 1.25 -0.115
H -3.60 -3.31 4.37 0.487
H -2.18 -3.58 3.37 0.309
H -3.33 -2.26 3.00 0.112
H 0.46 -2.15 5.88 0.380
H 0.48 -2.24 4.11 0.218
H -0.25 -3.54 5.06 0.361
H -1.40 0.84 4.34 0.558
H -2.32 0.02 3.05 0.101
H -0.45 -0.20 3.31 0.253
Br -0.12 2.77 2.60 0.055
C 1.29 2.44 1.38 0.754
C 2.36 3.29 1.27 -0.719
C 3.33 2.96 0.34 -0.209
C 3.20 1.80 -0.41 -0.775
C 2.09 1.00 -0.22 0.020
N 1.12 1.31 0.68 -0.201
H 2.43 4.18 1.88 0.465
H 4.19 3.60 0.21 0.460
H 3.94 1.52 -1.14 0.463
H 1.95 0.10 -0.78 0.129
```

The calculation puts the electronic energy at -6857.82944 hartree. As for the charge: +3. For the LUMO energy, the calculation gives -0.3907 Ha. As for the HOMO-LUMO gap: 6.238 eV. The energy above the lowest of the compared OMol25 structures with the same formula, charge and spin is 121.7 kcal/mol.

Here is a structure of composition C20H50CrNO2P2Si4Te at a distorted geometry from the Open Molecules 2025 dataset. Energies are from ωB97M-V with the def2-TZVPD basis set.

```
81
Properties=species:S:1:pos:R:3:mulliken_charge:R:1
Cr 0.01 -0.04 -2.07 -0.919
P 2.06 -1.06 -1.80 0.710
C 2.36 -1.53 -3.61 -1.369
C 1.06 -1.83 -4.34 0.472
N -0.07 -1.27 -3.84 0.363
C -1.25 -1.49 -4.48 0.425
C -1.33 -2.27 -5.63 -0.901
C -0.16 -2.83 -6.15 -0.397
C 1.05 -2.61 -5.50 -0.821
C -2.49 -0.88 -3.84 -1.217
P -2.06 0.62 -2.77 1.003
H 1.97 -3.03 -5.89 0.492
H -2.28 -2.43 -6.12 0.494
H -0.20 -3.43 -7.05 0.439
H -3.22 -0.60 -4.60 0.536
H -2.95 -1.64 -3.20 0.401
H 2.83 -0.70 -4.09 0.495
H 3.05 -2.37 -3.66 0.555
H 1.78 3.78 -4.46 0.325
O 2.62 3.65 -5.06 -0.639
H 2.37 3.98 -5.97 0.321
H -1.54 4.83 -2.41 0.313
O -1.15 5.63 -2.89 -0.619
H -1.60 6.43 -2.48 0.329
C -2.29 2.01 -4.02 -1.141
H -3.27 1.96 -4.48 0.386
H -2.19 2.98 -3.52 0.156
H -1.53 1.94 -4.79 0.376
C -3.63 0.79 -1.73 -1.322
H -3.58 1.70 -1.13 0.399
H -4.51 0.83 -2.37 0.499
H -3.72 -0.06 -1.05 0.371
C 2.13 -2.74 -0.96 -0.917
H 3.05 -3.26 -1.22 0.510
H 2.08 -2.62 0.12 -0.099
H 1.28 -3.35 -1.28 0.365
C 3.71 -0.29 -1.34 -0.997
H 3.74 -0.06 -0.28 0.113
H 4.53 -0.98 -1.58 0.435
H 3.86 0.63 -1.91 0.401
C 3.33 -0.37 2.97 -0.931
Si 1.95 0.88 3.08 0.308
C 1.84 1.50 4.84 -0.931
C 2.37 2.32 1.97 -0.839
Si 0.01 -0.04 2.42 0.031
Te 0.01 -0.04 -0.07 0.366
Si -0.25 -2.08 3.36 0.497
C 0.09 -2.00 5.19 -0.906
C -1.98 -2.73 3.09 -1.045
C 0.91 -3.34 2.62 -0.954
Si -1.71 1.28 3.01 0.301
C -2.03 1.26 4.85 -0.940
C -1.38 3.04 2.46 -0.939
C -3.27 0.71 2.15 -0.354
H 4.29 0.11 3.25 0.368
H 3.40 -0.77 1.94 0.154
H 3.13 -1.20 3.67 0.291
H 2.82 1.93 5.14 0.392
H 1.06 2.29 4.90 0.217
H 1.59 0.67 5.52 0.287
H 2.46 1.97 0.92 0.147
H 1.58 3.09 2.02 0.243
H 3.33 2.77 2.29 0.363
H -0.60 -1.28 5.67 0.268
H -0.06 -3.00 5.64 0.394
H 1.13 -1.67 5.36 0.224
H -2.20 -2.78 2.00 0.279
H -2.06 -3.75 3.53 0.386
H -2.70 -2.07 3.60 0.219
H 0.65 -3.49 1.56 0.113
H 1.96 -3.01 2.72 0.270
H 0.78 -4.31 3.16 0.442
H -1.13 1.60 5.40 0.273
H -2.87 1.94 5.08 0.387
H -2.29 0.23 5.16 0.223
H -1.21 3.05 1.37 0.218
H -2.27 3.66 2.70 0.385
H -0.50 3.43 3.00 0.236
H -3.10 0.74 1.06 -0.440
H -3.53 -0.32 2.45 0.258
H -4.10 1.39 2.41 0.414
```

As for the spin multiplicity: 5. The calculation puts the electronic energy at -4150.26105 hartree. As for the charge: +1. For the LUMO energy (alpha / beta), the calculation gives -0.0972 / -0.1057 Ha. As for the HOMO-LUMO gap (alpha / beta): 6.476 / 7.370 eV. The energy above the lowest of the compared OMol25 structures with the same formula, charge and spin is 90.8 kcal/mol.